Below is a 3-piece molecular cluster, C21H34NO9P2 overall, with properties calculated with ωB97M-V/def2-TZVPD.

Geometry as XYZ:
```
67
C21H34NO9P2 (ωB97M-V/def2-TZVPD)
O 1.81886 -4.62635 -2.91563
C -5.17909 -0.32633 1.37516
H 5.88282 -3.83685 -4.59870
C 3.97454 -4.08590 -3.71549
H 3.65238 -2.09148 1.05724
H 3.58116 5.87319 0.68254
H -4.70169 0.50336 1.88418
H -2.82946 -3.36923 1.99710
H -0.96271 -2.76920 0.52571
P 0.42015 -0.83728 -0.70594
O 0.21073 -1.12102 1.01655
O 3.09653 -1.44254 -1.98605
H 4.00173 -3.19764 -3.08998
C -2.47688 1.95099 3.34956
H -3.38661 -0.21452 0.22694
H 0.74834 1.57033 -1.25205
C 0.26180 5.99259 1.79055
H 3.66413 -7.34494 -5.92826
C 1.47801 5.45239 1.12990
H -1.75404 0.98331 -0.32591
C -3.77873 -2.27847 0.61367
H -0.46926 2.70854 1.77313
O 1.51132 9.09401 2.97977
O 2.95660 -2.28960 0.41130
O 5.83083 -5.94269 -6.11442
H -1.70572 -1.52636 3.13569
C -0.67592 -2.13487 1.37097
H -3.15596 -2.65297 -0.19772
C -0.94161 1.60329 0.03832
O -2.37072 1.96141 1.94400
H -5.48873 -1.06596 2.10221
H -3.46518 2.28760 3.62783
C 0.27371 7.17849 2.39393
H -0.53707 0.96898 2.04891
H -2.32979 0.93720 3.72674
H -1.02988 -0.83314 -0.91514
P 2.68844 -0.88688 -0.45807
H -0.16776 -2.79054 2.08378
C 4.97736 -4.42565 -4.52486
C 1.50054 8.01088 2.43132
H 0.59589 -0.57589 -2.15533
H 1.16969 1.29278 0.40573
H 2.32477 -1.33295 -2.57063
H -1.05246 2.58830 -0.40617
O -4.88887 -0.92090 -0.97234
H -1.72633 2.61451 3.78049
C -4.23218 -0.88325 0.31441
H -4.42670 -0.29663 -1.54811
C 0.42906 1.06037 -0.35080
C 2.68220 -6.13294 -4.49465
C 3.68861 -6.46475 -5.29774
H -0.60047 7.59068 2.88159
H -4.66768 -2.90639 0.62635
C -1.92825 -1.58225 2.07313
H -2.07897 -0.56377 1.73933
H -6.04069 0.08188 0.86652
H 1.77717 -6.72324 -4.42394
N -3.13615 -2.40402 1.93070
C -1.01915 1.79526 1.52864
C 2.70669 6.28623 1.16896
H 0.48480 -2.26636 -0.99153
O 1.46499 4.37415 0.58420
H 3.59944 8.09588 1.81405
C 2.74249 -4.91703 -3.63858
C 4.91517 -5.63482 -5.37599
H -0.62208 5.36729 1.75016
C 2.71582 7.47170 1.77282
```

Its net charge is -1. For the frontier orbital gap, the calculation gives 0.125 Ha.


Below is C21H34PPm as an isolated structure in a non-equilibrium geometry, with properties calculated with ωB97M-V/def2-TZVPD.

Geometry as XYZ:
```
57
C21H34PPm (ωB97M-V/def2-TZVPD)
H 2.62239 -1.91720 -2.79684
H -0.03802 -1.66145 3.51505
C -3.16007 -1.08185 -1.97105
C -1.70797 -1.40445 -1.96209
H 2.33411 -3.00054 -1.02878
H 2.33483 2.65164 -1.55852
H 1.64183 -1.47939 2.91915
H 1.67425 -2.23351 -4.25569
H 1.58496 2.44486 7.04127
H 0.40961 -2.23327 1.87084
C 2.25042 1.97778 5.03464
C 0.19555 2.81844 -1.84829
H -2.10508 -3.98932 -0.30381
H -3.55241 -0.89986 -0.95711
H 0.71771 3.59310 -3.84036
C -1.00947 -0.28213 -4.19608
H -1.96887 0.24431 -4.15185
C 1.87986 1.52124 3.76583
C -1.63450 0.22171 1.87813
H -1.47954 1.15988 4.30354
H -3.74078 -1.92012 -2.39536
C -0.43113 1.36407 4.50183
H -0.22459 0.45435 -4.41375
H -2.62352 -2.47756 0.45744
H 2.63284 1.42301 2.97344
Pm -0.03764 0.20362 -0.83278
C 0.45432 3.97641 -2.84805
H -2.03590 -0.24573 0.95450
H -1.07337 -3.22779 0.91501
C -1.74308 -3.01304 0.07075
H 1.68391 1.25245 -2.39861
C 1.30988 -3.26156 -0.73234
C -1.05825 -2.24442 -1.00165
C 1.75852 -1.57426 -3.37715
H 1.59480 1.50036 -0.53154
C 0.31959 -2.35392 -1.36886
H 3.29494 2.22507 5.23811
H -2.02852 -0.34793 2.73135
H -1.05146 -0.96669 -5.05673
H -0.80329 1.92461 6.54797
P 0.21157 0.22658 1.98802
C -0.04934 1.81181 5.77051
H 1.26398 4.62516 -2.50882
C 0.58217 -1.46079 2.62981
H -3.36963 -0.19446 -2.58512
H -0.44004 4.59838 -2.96498
C 0.54190 1.16753 3.50855
C 1.46660 1.98593 -1.59437
C -0.74369 -1.04295 -2.95354
H -0.66293 2.24666 -2.25097
C 0.51229 -1.61336 -2.57554
H 1.98258 -0.56808 -3.75512
H 1.13860 -4.31032 -1.03504
H 1.25756 -3.23182 0.36380
H -2.01244 1.25363 1.92821
H -0.15172 3.25675 -0.90214
C 1.28566 2.10841 6.04518
```

Its spin multiplicity is 5. The expectation value of S² is 6.018. Its net charge is +2. For the frontier orbital gap (spin up / spin down), the calculation gives 0.272 / 0.280 Ha.


Among the records above, which one has the lowest net charge? C21H34NO9P2


Which of these has the lowest net charge? C21H34NO9P2